Entry 1:
Below is a structure of composition C4Cl2FeLaO4 in a non-equilibrium geometry, with properties calculated with wB97M-V/def2-TZVPD.

Output
- Maximum force: 12.717 eV/A
- Charge: +4
- Multiplicity: 6
- DFT total energy: -72574.310 eV
- LUMO level (alpha / beta): -17.78 / -22.14 eV

Element x y z (Å)
Fe: -0.491 -0.403 -2.777
C: 0.639 -1.266 3.878
C: -1.103 1.152 -3.578
O: 0.485 -1.175 5.025
La: 0.595 -0.169 1.760
O: 2.027 1.570 4.474
Cl: 0.409 -1.032 -0.837
O: -1.619 2.096 -3.995
C: 1.843 1.113 3.418
C: -0.574 -1.436 -4.274
Cl: -1.435 1.190 2.319
O: -0.776 -1.641 -5.414

In the Mulliken picture, each atom carries the following charge in e:
1 Fe 0.48
2 C 0.21
3 C 0.60
4 O 0.08
5 La 1.60
6 O 0.10
7 Cl -0.02
8 O 0.17
9 C 0.13
10 C 0.66
11 Cl -0.12
12 O 0.13


Entry 2:
Below is a structure of composition C4Cs2F12N2O8S4 in a non-equilibrium geometry, with properties calculated with wB97M-V/def2-TZVPD.

Output
- Maximum force: 18.103 eV/A
- Charge: 0
- DFT total energy: -100537.319 eV
- LUMO level: -0.98 eV

Element x y z (Å)
F: 0.687 4.336 -2.948
F: 2.690 -0.513 1.188
F: 0.860 -0.253 4.413
N: 0.983 1.966 -1.105
O: 0.416 -2.999 0.434
Cs: 1.842 -0.071 -4.238
F: 3.680 0.976 0.140
F: -0.277 -2.081 4.364
S: -0.535 -0.686 2.224
C: -0.264 -0.858 4.077
O: -0.157 -0.025 0.066
O: 1.588 -0.482 -1.727
C: -2.347 -3.636 -0.183
O: 0.804 -0.630 1.702
F: -1.366 -0.341 4.623
S: 1.072 0.461 -0.652
N: -1.454 -1.911 1.886
O: -1.007 -1.274 -0.728
C: 2.542 0.680 0.670
F: -1.039 3.600 -4.120
F: -2.229 -4.652 0.627
C: -0.463 3.663 -2.907
O: -1.329 0.528 2.025
O: 0.549 1.155 -3.693
F: 2.205 1.528 1.672
O: -1.381 1.174 -2.115
S: -0.088 1.782 -2.464
F: -2.100 -3.894 -1.406
F: -1.336 4.278 -2.091
Cs: 1.891 3.604 0.081
S: -0.878 -2.316 0.326
F: -3.558 -3.111 -0.146

In the Mulliken picture, each atom carries the following charge in e:
1 F -0.20
2 F -0.13
3 F -0.20
4 N -0.79
5 O -0.67
6 Cs 0.85
7 F -0.23
8 F -0.21
9 S 1.16
10 C 0.54
11 O 0.00
12 O -0.84
13 C 0.56
14 O -0.69
15 F -0.23
16 S 1.46
17 N -0.64
18 O -0.47
19 C 0.22
20 F -0.20
21 F -0.19
22 C 0.53
23 O -0.76
24 O -0.75
25 F -0.22
26 O -0.52
27 S 1.11
28 F -0.20
29 F -0.18
30 Cs 1.00
31 S 1.11
32 F -0.22


Entry 3:
Below is a structure of composition C4F12O12S4Ti in a non-equilibrium geometry, with properties calculated with wB97M-V/def2-TZVPD.

Output
- Maximum force: 5.635 eV/A
- Charge: -3
- Multiplicity: 4
- DFT total energy: -127779.996 eV
- LUMO level (alpha / beta): 3.10 / 3.49 eV

Element x y z (Å)
O: 1.872 -0.102 -5.528
F: -7.604 -1.269 -2.568
F: 7.254 2.250 4.247
F: -6.653 -0.100 -4.235
F: 5.157 1.190 -5.486
C: 4.240 1.150 -4.545
O: 4.543 0.931 4.209
O: 1.759 1.914 -4.216
O: -3.350 -3.348 3.926
O: 2.481 2.006 -6.520
F: 7.368 2.395 2.016
C: -6.706 -1.282 -3.587
S: 2.422 1.221 -5.258
C: 6.563 2.506 3.081
F: -4.444 -2.136 6.616
F: -5.020 -0.878 4.859
O: -5.174 -2.833 -1.812
O: -4.067 -2.124 -3.863
O: -2.185 -1.231 3.481
S: -4.969 -1.727 -2.805
F: 4.437 2.263 -3.809
F: -3.361 -0.270 6.134
F: 4.453 0.086 -3.747
Ti: -0.492 1.858 -0.056
C: -4.021 -1.313 5.642
O: 4.142 1.589 1.855
O: -1.585 -2.617 5.463
S: -2.669 -2.202 4.542
O: -4.416 -0.468 -2.227
F: -6.989 -2.286 -4.422
F: 6.032 3.738 3.169
O: 5.835 -0.098 2.569
S: 5.144 1.188 2.875

In the Mulliken picture, each atom carries the following charge in e:
1 O -0.64
2 F -0.22
3 F -0.22
4 F -0.21
5 F -0.24
6 C 0.59
7 O -0.67
8 O -0.63
9 O -0.66
10 O -0.70
11 F -0.21
12 C 0.56
13 S 1.07
14 C 0.57
15 F -0.22
16 F -0.21
17 O -0.65
18 O -0.64
19 O -0.65
20 S 1.08
21 F -0.24
22 F -0.22
23 F -0.22
24 Ti 1.00
25 C 0.57
26 O -0.63
27 O -0.66
28 S 1.05
29 O -0.69
30 F -0.22
31 F -0.22
32 O -0.68
33 S 1.07


Entry 4:
Below is the molecule C4F9N in a non-equilibrium geometry, with properties calculated with wB97M-V/def2-TZVPD.

Output
- Maximum force: 7.276 eV/A
- Charge: 0
- DFT total energy: -30093.901 eV
- LUMO level: 0.56 eV

Element x y z (Å)
C: -0.262 -0.239 -0.396
F: 0.378 0.208 -2.582
F: 3.026 -0.299 1.615
N: 1.423 0.076 0.161
F: 0.002 1.934 -1.326
F: -1.096 -0.419 1.786
F: -1.643 0.637 -1.964
C: 1.927 -0.590 1.078
F: -2.417 -0.273 0.179
C: -1.267 0.083 0.625
F: 1.496 -1.709 1.614
F: -0.255 -1.582 -0.661
F: -1.164 1.434 0.838
C: -0.327 0.677 -1.592

In the Mulliken picture, each atom carries the following charge in e:
1 C 0.64
2 F -0.24
3 F -0.20
4 N -0.46
5 F -0.22
6 F -0.23
7 F -0.26
8 C 0.59
9 F -0.22
10 C 0.66
11 F -0.18
12 F -0.28
13 F -0.28
14 C 0.67


Entry 5:
Below is a cluster of 2 separate species, C4H10 in total, with properties calculated with wB97M-V/def2-TZVPD.

Output
- Maximum force: 0.286 eV/A
- Charge: 0
- DFT total energy: -4309.299 eV
- LUMO level: 1.21 eV

Element x y z (Å)
H: -0.193 -1.161 -0.521
C: 0.674 0.556 0.932
H: -1.271 1.257 0.318
H: -1.909 -0.703 -0.716
H: -1.474 -2.350 -0.209
C: -0.216 1.539 0.225
H: 0.025 1.602 -0.842
C: 1.815 0.075 0.447
H: 0.320 0.200 1.900
H: -1.146 -1.809 -1.880
C: -1.177 -1.506 -0.833
H: 2.406 -0.653 0.997
H: -0.111 2.539 0.660
H: 2.188 0.373 -0.531

In the Mulliken picture, each atom carries the following charge in e:
1 H 0.06
2 C -0.07
3 H 0.26
4 H 0.17
5 H 0.26
6 C -0.97
7 H 0.28
8 C -0.64
9 H 0.27
10 H 0.28
11 C -0.74
12 H 0.26
13 H 0.32
14 H 0.26


Entry 6:
Below is a cluster of 2 separate species, C4H10 in total, with properties calculated with wB97M-V/def2-TZVPD.

Output
- Maximum force: 0.818 eV/A
- Charge: 0
- DFT total energy: -4309.111 eV
- LUMO level: 1.25 eV

Element x y z (Å)
H: 1.891 1.657 -0.332
C: -0.897 -1.775 0.880
C: -0.154 1.941 -0.061
H: -1.071 2.412 -0.395
H: -1.379 -0.799 0.938
H: -0.133 1.346 0.841
H: -1.658 -2.505 0.642
H: 0.975 -1.098 -0.082
C: 0.983 2.098 -0.716
H: 0.750 -2.764 -0.165
H: 1.024 2.651 -1.641
C: 0.183 -1.829 -0.188
H: -0.239 -1.798 -1.193
H: -0.498 -2.004 1.869

In the Mulliken picture, each atom carries the following charge in e:
1 H 0.23
2 C -0.81
3 C -0.44
4 H 0.23
5 H 0.23
6 H 0.23
7 H 0.31
8 H 0.20
9 C -0.50
10 H 0.33
11 H 0.24
12 C -0.79
13 H 0.27
14 H 0.26